Here is C4H12N2O in the gas phase at a distorted geometry from OMol25. Energies are from ωB97M-V/def2-TZVPD.

Last column: Mulliken charge in e.
Atoms and positions in Å:
N  -0.74  2.65  1.41  -0.5995
C  0.25  1.57  1.34  -0.5481
N  0.17  0.65  0.21  -0.3244
C  0.49  -0.73  0.63  -0.5685
C  0.85  -1.58  -0.60  -0.7117
C  -0.07  -1.40  -1.84  -0.6125
O  -1.42  -1.59  -1.41  -0.5243
H  -0.69  3.31  0.64  0.2414
H  -1.66  2.20  1.35  0.2418
H  1.19  2.16  1.33  0.3139
H  0.26  1.09  2.33  0.3695
H  -0.73  0.75  -0.22  0.2189
H  1.24  -0.62  1.41  0.5462
H  -0.34  -1.28  1.12  0.2480
H  1.90  -1.28  -0.78  0.3545
H  0.87  -2.64  -0.30  0.3359
H  0.24  -0.35  -1.98  0.3505
H  0.12  -1.98  -2.74  0.3646
H  -1.93  -0.93  -1.89  0.3036

Output
SMILES string = NCNCCCO
2S+1 = 1


Here is a molecular structure, C4H12N2O at a distorted geometry from OMol25. Energies are from ωB97M-V/def2-TZVPD.

Last column: Mulliken charge in e.
Atoms and positions in Å:
N  0.59  1.69  2.86  -0.4793
C  0.82  0.43  2.25  0.1711
N  1.23  0.33  0.98  -0.7483
H  1.08  2.39  2.31  0.2996
H  0.84  1.80  3.84  0.2712
H  0.62  -0.44  2.88  0.3727
H  0.54  -0.91  0.43  0.3099
H  0.12  0.64  1.09  0.3288
C  -0.95  -1.55  -0.84  -0.4938
O  0.05  -1.81  0.08  -0.6684
C  -0.43  -0.81  -2.10  -0.3431
C  -0.24  0.69  -1.83  -1.0852
H  -1.64  -0.85  -0.37  0.2624
H  -1.45  -2.50  -1.08  0.3133
H  -1.05  -1.00  -3.00  0.3404
H  0.54  -1.31  -2.35  0.2494
H  0.36  1.22  -2.56  0.3532
H  0.21  0.81  -0.82  0.2624
H  -1.23  1.18  -1.76  0.2837

Output
2S+1 = 1


Here is C4H12N2O in the gas phase at a distorted geometry from OMol25. Energies are from ωB97M-V/def2-TZVPD.

Last column: Mulliken charge in e.
Atoms and positions in Å:
N  -0.55  0.99  2.37  -0.5185
C  -1.51  0.71  1.34  -0.5225
C  -1.16  -0.41  0.38  -0.5517
C  0.04  0.02  -0.45  0.1062
N  -0.18  0.64  -1.76  -0.5363
C  1.05  -1.19  -0.56  -0.5802
O  2.21  -0.89  -1.34  -0.5259
H  -0.87  1.41  3.25  0.2069
H  0.36  1.43  2.06  0.1949
H  -1.73  1.54  0.64  0.2474
H  -2.49  0.33  1.67  0.3755
H  -2.08  -0.57  -0.24  0.2801
H  -0.98  -1.30  0.98  0.3237
H  0.58  0.66  0.24  0.1308
H  -0.89  -0.04  -2.29  0.2714
H  0.59  0.93  -2.35  0.2634
H  0.53  -2.07  -1.08  0.2331
H  1.31  -1.42  0.52  0.2995
H  2.62  -0.04  -1.23  0.3021

Output
SMILES string = NCC[C@H](N)CO
2S+1 = 1


Here is C4H12N2O in the gas phase at a distorted geometry from OMol25. Energies are from ωB97M-V/def2-TZVPD.

Last column: Mulliken charge in e.
Atoms and positions in Å:
C  -2.47  -0.80  -0.96  -1.2771
C  -1.60  0.14  -0.16  0.4204
O  -1.20  1.23  -0.98  -0.5070
C  -0.41  -0.58  0.49  -0.8698
N  0.67  0.25  0.90  -0.0772
C  2.12  0.10  0.79  -0.5972
N  2.59  1.30  0.02  -0.6084
H  -1.82  -1.31  -1.70  0.3022
H  -2.92  -1.59  -0.36  0.3482
H  -3.26  -0.20  -1.38  0.3270
H  -2.13  0.52  0.71  0.2788
H  -0.37  0.94  -1.37  0.3037
H  0.01  -1.27  -0.26  0.3462
H  -0.80  -1.09  1.41  0.3072
H  0.53  0.84  1.71  0.1901
H  2.26  -0.84  0.23  0.3081
H  2.70  0.09  1.72  0.3355
H  3.61  1.43  0.09  0.2492
H  2.52  0.87  -0.90  0.2203

Output
SMILES string = C[C@H](O)CNCN
2S+1 = 1


no.,Kohn-Sham gap (eV)
1,9.57
2,9.26
3,9.66
4,9.50